The following is a quantum chemistry calculation of an isolated molecule of C6H4O, from the OMol25 dataset.

```
! wB97M-V def2-TZVPD RIJCOSX def2/J DEFGRID3
* xyz 0 1
C -1.52036 -3.15450 0.55546
C -1.11638 -2.10747 0.99785
C -0.55147 -0.86526 1.18623
C 0.06732 0.13498 0.89151
C 0.59055 0.81109 -0.28360
C 0.81863 2.22216 -0.57268
O 1.89854 1.33065 -0.34533
H -1.85807 -4.07568 0.14016
H 0.31651 0.18852 -1.13434
H 0.68648 2.99663 0.17500
H 0.66822 2.51887 -1.61026
*
```

The SMILES is C#CC#C[C@H]1CO1. Its HOMO energy is -9.48 eV. As for the largest force on an atom: 0.75 eV/A. The frontier orbital gap comes out at 9.78 eV. The calculation puts the total energy at -8328.3632 eV. The calculation puts the relative energy (zero: lowest compared OMol25 entry of this formula, charge and spin) at 393.4 kJ/mol.

The following is a quantum chemistry calculation of an isolated molecule of C6H4O, from the OMol25 dataset.

```
! wB97M-V def2-TZVPD RIJCOSX def2/J DEFGRID3
* xyz 0 1
C 2.94770 -0.14172 0.00160
C 1.74488 -0.11816 -0.06489
C 0.31600 -0.17175 -0.12968
C -0.54382 0.83989 0.09592
C -1.94382 0.44962 0.04127
C -2.36923 -0.75189 -0.31940
O -0.19424 -1.39462 -0.46375
H 4.01397 -0.16315 0.07321
H -0.22747 1.84252 0.36005
H -2.75532 1.11065 0.34861
H -0.92076 -1.67305 0.15364
*
```

Its HOMO energy is -8.97 eV. As for the largest force on an atom: 0.68 eV/A. The frontier orbital gap comes out at 8.79 eV. The calculation puts the total energy at -8327.8026 eV. The calculation puts the relative energy (zero: lowest compared OMol25 entry of this formula, charge and spin) at 447.5 kJ/mol.

The following is a quantum chemistry calculation of an isolated molecule of C6H4O at a distorted geometry, from the OMol25 dataset.

```
! wB97M-V def2-TZVPD RIJCOSX def2/J DEFGRID3
* xyz 0 1
C -1.79890 0.03302 3.21197
C -1.11123 -0.12211 2.23361
C -0.30671 -0.25475 1.12124
C 0.43055 -0.29485 0.16240
C 0.90911 -0.50902 -1.18297
C 0.36703 0.46382 -2.19565
O 1.75037 0.31579 -1.96429
H -2.38151 0.17294 4.09557
H 1.16246 -1.56450 -1.37459
H 0.06454 1.50500 -2.00220
H -0.17717 0.01329 -3.01931
*
```

The SMILES is C#CC#C[C@H]1CO1. Its HOMO energy is -9.26 eV. As for the largest force on an atom: 1.09 eV/A. The frontier orbital gap comes out at 9.91 eV. The calculation puts the total energy at -8328.6010 eV. The calculation puts the relative energy (zero: lowest compared OMol25 entry of this formula, charge and spin) at 370.4 kJ/mol.

The following is a quantum chemistry calculation of an isolated molecule of C6H4S4 at a distorted geometry, from the OMol25 dataset.

```
! wB97M-V def2-TZVPD RIJCOSX def2/J DEFGRID3
* xyz 0 1
C 1.96602 -2.27732 -1.26137
C 1.15812 -3.07589 -0.51848
S -0.19803 -2.25346 0.26645
C 0.21498 -0.61164 -0.27736
C -0.40406 0.54230 0.17027
S -0.06234 2.10730 -0.55901
C -1.15363 3.05269 0.46712
C -1.88572 2.35805 1.39936
S -1.62061 0.60393 1.41665
S 1.56121 -0.55074 -1.41185
H 2.86516 -2.70256 -1.74911
H 1.38394 -4.13053 -0.36959
H -1.25208 4.11969 0.32451
H -2.57297 2.81817 2.10241
*
```

The SMILES is C1=CSC(=C2SC=CS2)S1. Its HOMO energy is -6.65 eV. As for the largest force on an atom: 2.55 eV/A. The frontier orbital gap comes out at 7.29 eV. The calculation puts the total energy at -49626.1875 eV. The calculation puts the relative energy (zero: lowest compared OMol25 entry of this formula, charge and spin) at 0.0 kJ/mol.

The following is a quantum chemistry calculation of a structure of composition C6H5AlCl2GaNO3 at a distorted geometry, from the OMol25 dataset.

```
! wB97M-V def2-TZVPD RIJCOSX def2/J DEFGRID3
* xyz 4 1
Al 0.07948 0.17576 -3.72369
Ga 0.64568 0.63246 -0.77359
Cl -0.59132 -1.12364 -1.82889
Cl -0.49132 2.04216 -2.33839
C 1.59908 2.04616 -0.06429
C 0.54998 -1.32534 -4.69119
C 0.63088 1.26476 -5.10949
O 2.19838 2.92756 0.36581
O 0.85228 -2.26224 -5.28419
O 0.98368 1.94696 -5.96439
C -1.51442 -0.82404 3.90441
C -0.10962 -0.73324 3.33001
C -0.11822 -0.42514 1.89391
N -0.01282 -0.18714 0.76631
H -2.05622 0.13396 3.75401
H -1.44552 -1.02524 4.99441
H -2.07232 -1.65144 3.42051
H 0.44308 0.07706 3.85261
H 0.42918 -1.68934 3.49611
*
```

Its HOMO energy is -24.07 eV. As for the largest force on an atom: 9.76 eV/A. The frontier orbital gap comes out at 5.08 eV. The calculation puts the total energy at -97901.9892 eV. The calculation puts the relative energy (zero: lowest compared OMol25 entry of this formula, charge and spin) at 47.4 kJ/mol.

The following is a quantum chemistry calculation of a structure of composition C6H5AlCl2GaNO3 at a distorted geometry, from the OMol25 dataset.

```
! wB97M-V def2-TZVPD RIJCOSX def2/J DEFGRID3
* xyz 4 1
Al -0.87382 0.07619 -3.76834
Ga 2.07679 0.06712 -0.43272
Cl -2.40734 -1.22685 -4.18941
Cl -0.39994 1.10226 -1.82955
C 2.25497 1.97352 -0.26980
C 0.88804 -1.08894 -3.51261
C -0.26486 1.54006 -5.23363
O 2.41536 3.12971 -0.21541
O 1.76917 -1.83709 -3.66068
O 0.05898 2.29341 -6.04535
C -1.58418 -0.71587 3.62450
C -0.05187 -0.73088 3.47763
C 0.37495 -0.48541 2.13126
N 0.88870 -0.31643 1.08326
H -1.97615 0.28490 3.38342
H -1.89000 -0.97239 4.63787
H -2.04470 -1.43406 2.92255
H 0.40655 0.05147 4.11327
H 0.35937 -1.71072 3.78375
*
```

Its HOMO energy (spin up / spin down) is -24.65 / -24.65 eV. As for the largest force on an atom: 9.69 eV/A. The frontier orbital gap (spin up / spin down) comes out at 3.24 / 3.24 eV. The calculation puts the total energy at -97901.4736 eV. The calculation puts the relative energy (zero: lowest compared OMol25 entry of this formula, charge and spin) at 97.2 kJ/mol.

The following is a quantum chemistry calculation of a cluster of 2 separate species, C6H5BN5O6 in total at a distorted geometry, from the OMol25 dataset.

```
! wB97M-V def2-TZVPD RIJCOSX def2/J DEFGRID3
* xyz -1 1
O -5.72216 -3.58223 1.04563
N -4.62975 -3.41346 1.55643
C -3.31136 -3.46533 1.16342
C -2.49322 -3.23732 2.29081
N -3.26988 -2.95805 3.37873
O -4.55839 -3.08678 2.92153
C -1.03498 -3.31028 2.12843
N -0.04948 -2.94823 3.13092
O -0.36024 -2.72441 4.31582
O 1.12927 -2.85164 2.72067
C -0.48725 -3.61985 0.86692
C -1.35208 -3.82439 -0.21840
N -1.08844 -4.06390 -1.57086
O -0.06721 -4.14942 -2.23506
O -2.35126 -4.21079 -2.18708
N -3.38254 -4.02478 -1.30002
C -2.75931 -3.77692 -0.11475
H 0.57030 -3.74384 0.70365
H 1.73315 -4.95722 1.06268
B 2.71779 -5.75915 1.14247
H 3.51908 -5.61740 0.21215
H 3.34441 -5.60209 2.19646
H 2.32284 -6.92863 1.12004
*
```

Its HOMO energy is -5.04 eV. As for the largest force on an atom: 2.96 eV/A. The frontier orbital gap comes out at 5.44 eV. The calculation puts the total energy at -26702.4531 eV. The calculation puts the relative energy (zero: lowest compared OMol25 entry of this formula, charge and spin) at 21.7 kJ/mol.

The following is a quantum chemistry calculation of a structure of composition C6H5BaN2O4Se2Te2 at a distorted geometry, from the OMol25 dataset.

```
! wB97M-V def2-TZVPD RIJCOSX def2/J DEFGRID3
* xyz -1 1
Ba 1.28785 -0.49362 -2.59103
Se 1.49747 -1.13119 -5.69951
Te 0.67275 -3.47596 -5.40490
Te -0.85443 -3.45524 -3.17708
Se 0.76227 -3.18269 -1.22909
C 2.54668 1.52613 1.52154
C 1.18300 1.06385 1.17395
N 0.77381 0.69840 -0.01740
C -0.56060 0.35595 0.12099
C -0.92914 0.52604 1.42679
N 0.19675 0.96393 2.08337
C -2.16064 0.37552 2.24157
O -3.23212 -0.08273 1.63536
O -2.12083 0.63995 3.42546
C -1.44352 -0.01536 -1.05730
O -2.59334 -0.39115 -0.79741
O -0.91072 0.17124 -2.17493
H 3.20600 1.42152 0.66042
H 2.97245 0.94084 2.33694
H 2.54703 2.57636 1.81535
H 0.19748 1.18139 3.06680
H -3.03822 -0.21314 0.64010
*
```

Its HOMO energy is -3.78 eV. As for the largest force on an atom: 1.31 eV/A. The frontier orbital gap comes out at 5.40 eV. The calculation puts the total energy at -163453.8473 eV.

Please write out number 5 again, unchanged.
The following is a quantum chemistry calculation of a structure of composition C6H5AlCl2GaNO3 at a distorted geometry, from the OMol25 dataset.

```
! wB97M-V def2-TZVPD RIJCOSX def2/J DEFGRID3
* xyz 4 1
Al 0.07948 0.17576 -3.72369
Ga 0.64568 0.63246 -0.77359
Cl -0.59132 -1.12364 -1.82889
Cl -0.49132 2.04216 -2.33839
C 1.59908 2.04616 -0.06429
C 0.54998 -1.32534 -4.69119
C 0.63088 1.26476 -5.10949
O 2.19838 2.92756 0.36581
O 0.85228 -2.26224 -5.28419
O 0.98368 1.94696 -5.96439
C -1.51442 -0.82404 3.90441
C -0.10962 -0.73324 3.33001
C -0.11822 -0.42514 1.89391
N -0.01282 -0.18714 0.76631
H -2.05622 0.13396 3.75401
H -1.44552 -1.02524 4.99441
H -2.07232 -1.65144 3.42051
H 0.44308 0.07706 3.85261
H 0.42918 -1.68934 3.49611
*
```

Its HOMO energy is -24.07 eV. As for the largest force on an atom: 9.76 eV/A. The frontier orbital gap comes out at 5.08 eV. The calculation puts the total energy at -97901.9892 eV. The calculation puts the relative energy (zero: lowest compared OMol25 entry of this formula, charge and spin) at 47.4 kJ/mol.